Record 1
{"formula": "C60H51BCoN3P3Si", "method": "wB97M-V/def2-TZVPD", "total_charge": 0, "e_homo_ev": [-6.965, -7.124], "e_above_lowest_ev": 0.000, "multiplicity": 2, "orbital_gap_ha": [0.280, 0.284], "species": ["Co", "C", "C", "C", "C", "C", "C", "P", "C", "C", "C", "C", "C", "C", "C", "C", "C", "C", "C", "C", "Si", "C", "C", "C", "C", "C", "C", "P", "C", "C", "C", "C", "C", "C", "C", "C", "C", "C", "C", "C", "C", "C", "C", "C", "C", "C", "P", "C", "C", "C", "C", "C", "C", "C", "C", "C", "C", "C", "C", "H", "H", "H", "H", "H", "H", "H", "H", "H", "H", "H", "H", "H", "H", "H", "H", "H", "H", "H", "H", "H", "H", "H", "H", "H", "H", "H", "H", "H", "H", "H", "H", "H", "H", "H", "H", "H", "H", "H", "H", "H", "H", "B", "C", "N", "H", "H", "H", "N", "C", "C", "C", "N", "C", "C", "H", "H", "H", "H", "H", "H"], "coordinates": [[0.31, -0.37, -0.46], [0.18, 6.00, -1.13], [0.75, 5.61, 0.07], [1.18, 4.30, 0.25], [1.05, 3.37, -0.78], [0.49, 3.78, -1.99], [0.05, 5.08, -2.16], [1.56, 1.62, -0.60], [2.53, 1.43, -2.14], [1.79, 1.16, -3.30], [2.42, 1.00, -4.52], [3.81, 1.10, -4.60], [4.54, 1.37, -3.46], [3.91, 1.54, -2.24], [2.80, 1.65, 0.75], [3.83, 2.60, 0.80], [4.79, 2.52, 1.80], [4.73, 1.51, 2.74], [3.70, 0.58, 2.71], [2.71, 0.66, 1.72], [1.30, -0.58, 1.50], [2.07, -2.34, 1.60], [2.46, -3.01, 2.76], [2.96, -4.31, 2.68], [3.08, -4.94, 1.45], [2.71, -4.29, 0.29], [2.18, -3.00, 0.37], [1.69, -1.98, -1.06], [3.36, -1.86, -1.83], [4.38, -1.33, -1.05], [5.69, -1.32, -1.50], [6.00, -1.82, -2.76], [4.99, -2.35, -3.55], [3.68, -2.38, -3.09], [0.72, -2.95, -2.22], [0.27, -2.18, -3.45], [-0.29, -3.09, -4.55], [-1.13, -4.20, -4.00], [-0.91, -4.68, -2.77], [0.12, -4.11, -1.92], [0.04, -0.56, 2.92], [0.31, -0.34, 4.27], [-0.71, -0.39, 5.21], [-2.01, -0.68, 4.81], [-2.29, -0.93, 3.48], [-1.27, -0.85, 2.53], [-1.48, -1.24, 0.76], [-3.03, -0.45, 0.23], [-3.67, 0.55, 0.96], [-4.80, 1.17, 0.45], [-5.31, 0.79, -0.78], [-4.68, -0.21, -1.51], [-3.55, -0.82, -1.01], [-1.97, -3.00, 0.89], [-3.29, -3.43, 0.79], [-3.61, -4.77, 0.98], [-2.63, -5.69, 1.27], [-1.31, -5.27, 1.40], [-0.99, -3.94, 1.21], [-0.16, 7.02, -1.27], [0.86, 6.32, 0.88], [1.61, 4.01, 1.20], [0.38, 3.07, -2.80], [-0.39, 5.38, -3.10], [0.72, 1.04, -3.24], [1.83, 0.79, -5.40], [4.31, 0.97, -5.55], [5.62, 1.43, -3.52], [4.51, 1.72, -1.36], [3.88, 3.39, 0.06], [5.59, 3.25, 1.83], [5.49, 1.44, 3.51], [3.66, -0.20, 3.45], [2.36, -2.54, 3.73], [3.25, -4.83, 3.59], [3.48, -5.95, 1.40], [2.82, -4.77, -0.67], [4.15, -0.93, -0.07], [6.47, -0.91, -0.87], [7.02, -1.81, -3.11], [5.22, -2.75, -4.52], [2.91, -2.83, -3.70], [1.13, -1.64, -3.86], [0.53, -3.53, -5.13], [-1.89, -4.64, -4.63], [-1.49, -5.50, -2.38], [0.37, -4.64, -1.01], [1.32, -0.11, 4.60], [-0.50, -0.20, 6.26], [-2.81, -0.72, 5.55], [-3.30, -1.18, 3.17], [-3.28, 0.86, 1.92], [-5.28, 1.95, 1.03], [-6.20, 1.28, -1.18], [-5.06, -0.50, -2.48], [-3.05, -1.58, -1.60], [-4.08, -2.73, 0.56], [-4.65, -5.08, 0.89], [-2.88, -6.74, 1.42], [-0.53, -5.98, 1.64], [0.04, -3.63, 1.32], [-1.55, 0.06, -3.68], [-0.69, -1.06, -3.10], [-0.76, -0.30, -2.11], [-0.86, -2.48, -5.24], [-1.02, 0.88, -4.38], [-2.71, 0.16, -3.45], [-3.19, 4.90, 3.59], [-2.23, 4.09, 3.03], [-2.34, 3.64, 1.71], [-1.37, 2.79, 1.21], [-0.31, 2.37, 1.91], [-0.21, 2.81, 3.16], [-1.13, 3.65, 3.76], [-3.80, 5.39, 2.96], [-2.94, 5.40, 4.42], [-3.17, 3.94, 1.08], [-1.44, 2.44, 0.19], [0.66, 2.47, 3.72], [-0.99, 3.96, 4.79]]}


Record 2
{"formula": "C60H57FHgN7O3S2Si", "method": "wB97M-V/def2-TZVPD", "total_charge": -2, "e_homo_ev": [0.383, -2.570], "e_above_lowest_ev": 0.000, "multiplicity": 2, "orbital_gap_ha": [0.110, 0.219], "species": ["Hg", "S", "C", "C", "C", "C", "C", "N", "H", "H", "H", "H", "C", "C", "C", "C", "C", "C", "C", "F", "C", "C", "C", "O", "C", "C", "N", "C", "C", "O", "O", "H", "H", "H", "H", "H", "H", "H", "H", "H", "H", "H", "C", "Si", "C", "N", "C", "C", "C", "C", "C", "C", "C", "C", "C", "C", "C", "C", "C", "C", "C", "C", "C", "H", "H", "H", "H", "H", "H", "H", "H", "H", "H", "H", "H", "H", "H", "H", "H", "H", "H", "H", "H", "H", "H", "H", "H", "N", "S", "C", "C", "C", "C", "C", "C", "C", "C", "C", "C", "C", "C", "H", "H", "H", "H", "H", "H", "H", "H", "H", "H", "H", "N", "C", "C", "C", "C", "C", "C", "C", "N", "C", "C", "N", "C", "H", "H", "H", "H", "H", "H", "H"], "coordinates": [[-0.14, -0.22, -0.27], [0.11, -2.64, -2.19], [-0.73, -3.26, -0.83], [-1.32, -4.55, -0.78], [-2.02, -4.94, 0.33], [-2.15, -4.07, 1.41], [-1.52, -2.84, 1.31], [-0.83, -2.46, 0.25], [-1.22, -5.19, -1.65], [-2.49, -5.92, 0.35], [-2.70, -4.33, 2.30], [-1.58, -2.11, 2.11], [-3.45, 3.45, 6.15], [-2.76, 2.18, 6.64], [-3.74, 1.26, 7.35], [-3.01, 0.05, 7.91], [-2.28, -0.65, 6.80], [-2.02, -2.01, 6.87], [-1.36, -2.65, 5.83], [-1.12, -3.99, 5.95], [-0.97, -1.98, 4.71], [-1.23, -0.60, 4.61], [-0.78, 0.11, 3.38], [-0.20, -0.54, 2.49], [-1.04, 1.53, 3.37], [-1.66, 2.08, 4.44], [-2.13, 1.43, 5.54], [-1.88, 0.07, 5.65], [-0.68, 2.50, 2.24], [-0.35, 3.64, 2.60], [-0.81, 2.07, 1.08], [-4.03, 3.85, 6.98], [-4.11, 3.23, 5.32], [-2.75, 4.21, 5.84], [-1.97, 2.45, 7.35], [-4.51, 0.94, 6.64], [-4.24, 1.82, 8.14], [-3.70, -0.64, 8.40], [-2.30, 0.39, 8.67], [-2.32, -2.58, 7.74], [-0.46, -2.47, 3.90], [-1.80, 3.15, 4.41], [1.70, 0.79, -0.56], [2.09, 1.37, -2.26], [0.63, 2.17, -3.14], [-0.64, 1.51, -2.87], [-1.01, 0.50, -3.86], [-2.19, 0.94, -4.74], [-2.07, 2.42, -5.06], [-2.19, 3.25, -3.77], [-1.73, 2.42, -2.57], [3.41, 2.74, -2.14], [3.07, 3.98, -1.59], [4.02, 4.98, -1.39], [5.34, 4.75, -1.72], [5.71, 3.53, -2.26], [4.75, 2.54, -2.46], [2.89, 0.04, -3.33], [3.22, -1.21, -2.82], [3.88, -2.15, -3.60], [4.23, -1.85, -4.90], [3.92, -0.61, -5.44], [3.25, 0.32, -4.66], [1.61, 1.66, 0.09], [2.52, 0.17, -0.18], [0.84, 2.24, -4.22], [0.58, 3.21, -2.78], [-1.23, -0.45, -3.36], [-0.14, 0.31, -4.49], [-3.13, 0.75, -4.21], [-2.21, 0.33, -5.65], [-2.84, 2.73, -5.78], [-1.11, 2.60, -5.54], [-3.22, 3.57, -3.61], [-1.59, 4.16, -3.86], [-2.56, 1.83, -2.20], [-1.42, 3.06, -1.73], [2.05, 4.18, -1.30], [3.72, 5.92, -0.96], [6.09, 5.52, -1.56], [6.74, 3.33, -2.52], [5.06, 1.59, -2.88], [2.92, -1.48, -1.82], [4.11, -3.12, -3.18], [4.75, -2.59, -5.51], [4.18, -0.37, -6.46], [3.02, 1.29, -5.08], [2.52, -2.48, 0.85], [2.68, -1.54, 2.08], [2.74, -2.58, 3.56], [2.99, -3.94, 3.41], [2.96, -4.75, 4.53], [2.67, -4.21, 5.78], [2.40, -2.86, 5.91], [2.43, -2.04, 4.79], [4.44, -1.13, 2.02], [5.00, -1.05, 0.76], [6.33, -0.68, 0.62], [7.10, -0.39, 1.74], [6.53, -0.47, 3.00], [5.20, -0.83, 3.15], [1.63, -2.27, 0.41], [3.16, -4.32, 2.41], [3.15, -5.81, 4.43], [2.64, -4.86, 6.65], [2.14, -2.45, 6.87], [2.19, -0.99, 4.87], [4.40, -1.30, -0.10], [6.76, -0.60, -0.37], [8.13, -0.10, 1.63], [7.12, -0.25, 3.88], [4.76, -0.89, 4.13], [-9.43, 5.25, 0.05], [-8.57, 4.48, -0.06], [-7.54, 3.55, -0.19], [-7.80, 2.20, -0.57], [-6.79, 1.30, -0.72], [-5.44, 1.68, -0.50], [-5.16, 3.00, -0.11], [-6.17, 3.91, 0.04], [-4.40, 0.74, -0.67], [-4.42, -0.37, -1.48], [-3.20, -0.95, -1.37], [-2.43, -0.22, -0.51], [-3.18, 0.79, -0.12], [-8.82, 1.88, -0.73], [-7.02, 0.27, -0.97], [-4.14, 3.31, 0.06], [-5.94, 4.92, 0.34], [-5.28, -0.62, -2.07], [-2.83, -1.84, -1.84], [-2.84, 1.55, 0.56]]}


| no. | strongest force on any atom (eV/A) |
| --- | --- |
| 1 | 1.44 |
| 2 | 0.79 |